27
Properties=species:S:1:pos:R:3 method="wB97M-V/def2-TZVPD" gap_ev=10.2613 e_homo_ev=-9.685 multiplicity=1 relative_energy_kj_mol=80.8 e_tot_ha=-556.40341
C 0.82 0.52 2.26
C 0.76 -0.56 1.19
N -0.50 -0.52 0.43
C -1.61 -1.04 1.23
C -0.42 -1.27 -0.83
C -1.40 -0.74 -1.84
O -1.79 -1.40 -2.77
H 1.80 0.57 2.72
H 0.62 1.50 1.83
H 0.12 0.34 3.08
H 1.58 -0.42 0.49
H 0.92 -1.54 1.65
H -1.72 -0.44 2.14
H -2.54 -0.96 0.66
H -1.42 -2.08 1.54
H -0.55 -2.35 -0.68
H 0.59 -1.20 -1.25
H -1.73 0.31 -1.75
H 0.35 1.26 -1.10
H 0.77 2.50 -1.85
O 0.86 1.55 -1.87
H 3.43 -0.40 -2.52
H 2.34 0.41 -1.76
O 2.98 -0.34 -1.69
H -1.01 1.40 0.25
H -1.98 2.61 0.50
O -1.28 2.28 -0.07

28
Properties=species:S:1:pos:R:3 method="wB97M-V/def2-TZVPD" gap_ev=9.4422 e_homo_ev=-9.008 multiplicity=1 relative_energy_kj_mol=211.6 e_tot_ha=-954.57049
O 1.93 1.54 -1.17
C 1.59 0.39 -0.96
N 0.53 -0.14 -0.25
C 0.72 -1.43 0.44
C -0.35 -2.52 0.38
C -1.79 -2.34 -0.05
S -3.05 -1.37 0.95
C 2.30 -0.62 -1.86
H -0.08 0.48 0.35
H 1.66 -2.00 0.16
H 0.79 -1.17 1.52
H 0.08 -3.34 -0.32
H -0.36 -3.01 1.43
H -1.80 -1.81 -1.01
H -2.21 -3.34 -0.21
H -2.25 -0.80 1.95
H 1.53 -1.04 -2.54
H 3.24 -0.16 -2.19
H 2.54 -1.62 -1.40
H 1.04 2.64 0.45
H 2.03 3.05 1.48
O 1.11 2.76 1.40
H -1.01 1.38 2.59
H 0.29 0.98 2.97
O -0.51 0.57 2.58
H 1.25 3.07 -3.16
H -0.02 3.04 -2.26
O 0.41 3.40 -2.97

25
Properties=species:S:1:pos:R:3 method="wB97M-V/def2-TZVPD" gap_ev=9.9099 e_homo_ev=-13.149 multiplicity=1 relative_energy_kj_mol=202.3 total_charge=+1 e_tot_ha=-854.61126
C 0.19 0.70 2.04
C 1.42 0.75 -1.79
C 2.78 -1.34 0.15
C -2.54 -1.22 0.80
C -2.40 1.40 -1.34
O 0.34 0.11 0.71
Si 2.08 0.37 0.03
Si -1.18 -0.55 -0.34
H 0.40 -0.14 2.69
H 0.91 1.35 2.30
H -0.85 1.00 2.22
H 1.35 1.79 -2.20
H 1.96 0.14 -2.49
H 0.51 0.31 -1.56
H 3.46 -1.52 -0.74
H 3.47 -1.48 0.95
H 2.04 -2.01 0.16
H -2.40 -2.26 0.76
H -2.47 -1.06 1.80
H -3.58 -1.01 0.39
H -2.60 1.28 -2.37
H -3.33 1.28 -0.79
H -1.77 2.25 -0.99
H 2.67 1.51 0.80
H -0.47 -1.66 -1.18

34
Properties=species:S:1:pos:R:3 method="wB97M-V/def2-TZVPD" gap_ev="9.5890 / 9.6547" s2=8.75 e_homo_ev="-17.057 / -17.374" multiplicity=6 relative_energy_kj_mol=0.0 total_charge=+2 e_tot_ha=-1981.06023
Mn -0.26 0.34 0.29
C 1.15 -2.20 -2.22
C 1.99 -1.05 -1.63
O 1.68 -0.78 -0.29
H 1.64 -2.55 -3.14
H 0.10 -1.97 -2.44
H 1.26 -3.11 -1.63
H 1.87 -0.09 -2.19
H 3.07 -1.33 -1.74
H 1.91 -1.55 0.16
C -0.80 2.51 -0.98
O -1.03 3.72 -0.30
N 0.38 1.96 -1.03
N -1.65 1.46 -0.92
H 1.20 2.61 -0.93
H 0.57 1.75 -2.04
H -2.59 1.83 -0.59
H -1.97 1.10 -1.82
C 0.13 1.84 2.42
O 0.26 3.17 2.52
N 1.06 1.15 1.92
N -0.94 1.25 2.10
H 1.88 1.79 1.80
H 1.30 0.27 2.46
H -1.80 1.97 1.98
H -1.38 0.74 2.87
C -1.04 -2.17 0.61
O -0.70 -3.46 0.26
N -1.53 -1.28 -0.24
N -0.49 -1.56 1.62
H -2.57 -1.17 0.04
H -1.62 -1.59 -1.23
H -1.23 -1.34 2.32
H 0.14 -2.27 2.00

27
Properties=species:S:1:pos:R:3 method="wB97M-V/def2-TZVPD" gap_ev=9.8100 e_homo_ev=-9.042 multiplicity=1 relative_energy_kj_mol=31.5 e_tot_ha=-461.27521
C -0.65 0.56 -2.33
C -1.62 1.47 -1.59
C -1.15 1.82 -0.18
C -1.25 0.74 0.87
N -0.01 0.44 1.56
C -0.03 -0.72 2.38
N -0.23 -2.04 1.79
H -0.98 0.25 -3.33
H -0.25 -0.26 -1.75
H 0.22 1.18 -2.60
H -2.62 1.00 -1.52
H -1.84 2.37 -2.16
H -0.12 2.21 -0.24
H -1.70 2.72 0.12
H -1.66 -0.20 0.44
H -2.02 0.94 1.63
H 0.81 0.49 0.97
H 0.91 -0.80 2.93
H -0.76 -0.52 3.18
H -1.19 -2.28 1.55
H 0.16 -2.79 2.34
H 0.68 -2.14 -0.03
H 0.26 -2.02 -1.44
O 1.07 -1.95 -0.91
H 3.24 1.14 -1.06
H 2.44 -0.23 -1.05
O 3.30 0.19 -1.05

27
Properties=species:S:1:pos:R:3 method="wB97M-V/def2-TZVPD" gap_ev=9.7061 e_homo_ev=-8.910 multiplicity=1 relative_energy_kj_mol=151.5 e_tot_ha=-889.68634
C -1.92 1.61 -0.79
C -1.50 -0.40 -2.12
C 2.39 -0.44 1.64
C 0.22 -2.21 0.31
C -0.41 -0.05 2.49
N -1.48 0.17 -0.83
N 0.24 0.52 -0.45
Si 1.31 1.37 -1.48
Si 0.59 -0.46 0.92
H -1.48 2.20 0.02
H -1.68 2.15 -1.64
H -3.03 1.84 -0.54
H -0.72 -1.28 -2.10
H -2.39 -0.87 -2.14
H -1.39 0.32 -2.84
H 2.38 -1.23 2.45
H 3.06 -0.65 0.93
H 2.60 0.43 2.13
H -0.83 -2.36 0.05
H 0.79 -2.52 -0.45
H 0.31 -3.08 1.07
H -1.27 0.57 2.36
H -0.70 -0.98 3.09
H 0.07 0.67 3.10
H 2.19 0.38 -1.93
H 1.84 2.38 -0.61
H 0.85 1.93 -2.65